No. 1
DFT (ωB97M-V/def2-TZVPD) results for a molecular structure, C26H13BrCl5CuN4O2S at a distorted geometry.

The electronic energy comes out at -8281.6243 a.u. For the energy above the lowest of the compared OMol25 structures with the same formula, charge and spin, the calculation gives 80.7 kcal/mol. Its HOMO energy (spin up / spin down) is -0.593 / -0.499 eV. The total charge is -2. The HOMO-LUMO gap (spin up / spin down) comes out at 4.34 / 4.25 eV.

Last column: Mulliken charge in e.
Element x y z (Å)
1 Cu 2.80 1.11 0.21  -0.915
2 O 3.27 0.31 2.01  -0.543
3 N 4.26 0.88 2.62  0.465
4 C 4.29 0.82 3.96  -0.227
5 C 5.33 1.35 4.70  -0.702
6 C 6.37 1.97 4.02  -0.103
7 C 6.32 2.07 2.65  -0.865
8 C 5.25 1.53 1.92  0.438
9 S 5.15 1.66 0.24  -0.485
10 H 3.45 0.31 4.41  0.408
11 H 5.31 1.26 5.77  0.359
12 H 7.21 2.38 4.57  0.339
13 H 7.09 2.55 2.08  0.351
14 Br -4.61 -6.46 -1.17  -0.279
15 C -4.25 -4.66 -1.71  0.206
16 C -5.29 -3.74 -1.73  -0.501
17 C -5.04 -2.46 -2.17  -0.289
18 C -3.75 -2.07 -2.59  0.305
19 C -2.72 -3.04 -2.54  0.179
20 C -2.97 -4.32 -2.12  -0.754
21 N -3.63 -0.91 -3.27  -0.758
22 N -2.54 -0.36 -3.63  -0.500
23 C -1.38 -0.27 -2.95  0.087
24 C -0.21 -0.21 -3.76  -0.300
25 C 1.03 -0.10 -3.23  -0.938
26 C 1.27 0.07 -1.83  1.394
27 O 2.46 0.15 -1.39  -0.717
28 C 0.08 0.17 -1.04  -0.683
29 N 0.32 -0.11 1.50  0.136
30 C -0.75 -0.10 2.36  -0.562
31 C -1.79 0.62 1.94  -1.129
32 C -2.24 0.22 -0.55  -0.226
33 C -1.18 -0.05 -1.57  -0.211
34 H -6.28 -4.03 -1.41  0.378
35 H -5.84 -1.73 -2.21  0.396
36 H -1.72 -2.77 -2.87  0.299
37 H -2.17 -5.05 -2.10  0.396
38 H -0.35 -0.34 -4.82  0.349
39 H 1.91 -0.12 -3.86  0.407
40 H -0.65 -0.62 3.30  0.551
41 H -2.69 0.85 2.46  0.455
42 H -3.14 0.68 -0.96  0.894
43 Cl 1.59 4.51 0.36  -0.265
44 C 0.49 3.15 0.36  0.745
45 C 0.98 1.91 0.39  -1.529
46 C 0.00 0.77 0.34  2.153
47 Cl 1.00 -1.66 1.14  -0.169
48 C -1.53 1.08 0.52  0.809
49 Cl -2.82 -1.32 0.19  -0.196
50 C -1.85 2.53 0.38  -0.470
51 Cl -3.54 2.92 0.45  -0.244
52 C -0.92 3.49 0.34  0.306
53 Cl -1.39 5.15 0.31  -0.245


No. 2
DFT (ωB97M-V/def2-TZVPD) results for a molecular structure, C26H15ClF10FeIN4O at a distorted geometry.

The electronic energy comes out at -4314.1704 a.u. Its HOMO energy (spin up / spin down) is -7.489 / -7.558 eV. The total charge is 0. Its multiplicity is 2. The HOMO-LUMO gap (spin up / spin down) comes out at 6.16 / 6.59 eV.

Last column: Mulliken charge in e.
Element x y z (Å)
1 Fe -1.08 -0.85 0.14  -0.600
2 C -2.39 -2.39 -1.01  -0.936
3 N -2.64 -2.15 0.38  0.323
4 C -3.72 -1.29 0.77  -1.212
5 C -3.14 0.04 1.23  -0.287
6 N -2.40 0.55 0.13  -0.218
7 C -1.92 1.79 0.12  -0.427
8 C -1.40 2.28 -1.10  0.314
9 F -1.58 1.49 -2.18  -0.496
10 C -0.76 3.49 -1.22  0.220
11 F -0.22 3.86 -2.40  -0.411
12 C -0.65 4.33 -0.12  0.718
13 F 0.00 5.50 -0.21  -0.359
14 C -1.21 3.93 1.10  0.320
15 F -1.14 4.75 2.15  -0.361
16 C -1.83 2.70 1.21  0.983
17 F -2.33 2.35 2.42  -0.420
18 C -2.10 -3.07 1.35  -1.278
19 C -0.83 -2.46 1.95  0.051
20 N 0.08 -2.27 0.88  -0.376
21 C 1.36 -1.99 1.11  -0.442
22 C 1.95 -1.56 2.34  0.794
23 F 1.21 -1.53 3.46  -0.439
24 C 3.26 -1.13 2.42  0.422
25 F 3.76 -0.73 3.59  -0.369
26 C 4.06 -1.09 1.28  0.723
27 F 5.32 -0.63 1.35  -0.361
28 C 3.54 -1.55 0.07  0.301
29 F 4.30 -1.53 -1.04  -0.414
30 C 2.25 -2.02 0.01  0.241
31 F 1.76 -2.52 -1.15  -0.483
32 H -3.06 -3.15 -1.42  0.438
33 H -1.36 -2.74 -1.15  0.302
34 H -2.54 -1.47 -1.58  0.270
35 H -4.32 -1.75 1.57  0.405
36 H -4.37 -1.11 -0.09  0.358
37 H -2.52 -0.09 2.13  0.235
38 H -3.96 0.72 1.52  0.695
39 H -1.83 -4.01 0.86  0.367
40 H -2.83 -3.28 2.14  0.398
41 H -0.43 -3.16 2.70  0.746
42 H -1.06 -1.53 2.49  0.112
43 Cl 3.96 2.71 -2.82  -0.310
44 C 2.84 2.02 -1.72  0.642
45 C 2.87 2.44 -0.40  -0.440
46 C 1.98 1.90 0.50  0.000
47 I 1.92 2.48 2.51  -0.037
48 C 1.04 0.91 0.13  0.942
49 O 0.21 0.42 0.98  -0.733
50 C 1.03 0.48 -1.23  0.125
51 N 0.11 -0.46 -1.55  0.928
52 C 0.04 -0.84 -2.84  -0.527
53 C 0.87 -0.34 -3.82  -1.649
54 C 1.83 0.60 -3.51  -1.180
55 C 1.92 1.05 -2.18  0.241
56 H 3.59 3.19 -0.08  0.641
57 H -0.70 -1.58 -3.07  0.476
58 H 0.76 -0.69 -4.84  0.455
59 H 2.50 1.00 -4.25  0.578


Please write out number 1 again, unchanged.
DFT (ωB97M-V/def2-TZVPD) results for a molecular structure, C26H13BrCl5CuN4O2S at a distorted geometry.

The electronic energy comes out at -8281.6243 a.u. For the energy above the lowest of the compared OMol25 structures with the same formula, charge and spin, the calculation gives 80.7 kcal/mol. Its HOMO energy (spin up / spin down) is -0.593 / -0.499 eV. The total charge is -2. The HOMO-LUMO gap (spin up / spin down) comes out at 4.34 / 4.25 eV.

Last column: Mulliken charge in e.
Element x y z (Å)
1 Cu 2.80 1.11 0.21  -0.915
2 O 3.27 0.31 2.01  -0.543
3 N 4.26 0.88 2.62  0.465
4 C 4.29 0.82 3.96  -0.227
5 C 5.33 1.35 4.70  -0.702
6 C 6.37 1.97 4.02  -0.103
7 C 6.32 2.07 2.65  -0.865
8 C 5.25 1.53 1.92  0.438
9 S 5.15 1.66 0.24  -0.485
10 H 3.45 0.31 4.41  0.408
11 H 5.31 1.26 5.77  0.359
12 H 7.21 2.38 4.57  0.339
13 H 7.09 2.55 2.08  0.351
14 Br -4.61 -6.46 -1.17  -0.279
15 C -4.25 -4.66 -1.71  0.206
16 C -5.29 -3.74 -1.73  -0.501
17 C -5.04 -2.46 -2.17  -0.289
18 C -3.75 -2.07 -2.59  0.305
19 C -2.72 -3.04 -2.54  0.179
20 C -2.97 -4.32 -2.12  -0.754
21 N -3.63 -0.91 -3.27  -0.758
22 N -2.54 -0.36 -3.63  -0.500
23 C -1.38 -0.27 -2.95  0.087
24 C -0.21 -0.21 -3.76  -0.300
25 C 1.03 -0.10 -3.23  -0.938
26 C 1.27 0.07 -1.83  1.394
27 O 2.46 0.15 -1.39  -0.717
28 C 0.08 0.17 -1.04  -0.683
29 N 0.32 -0.11 1.50  0.136
30 C -0.75 -0.10 2.36  -0.562
31 C -1.79 0.62 1.94  -1.129
32 C -2.24 0.22 -0.55  -0.226
33 C -1.18 -0.05 -1.57  -0.211
34 H -6.28 -4.03 -1.41  0.378
35 H -5.84 -1.73 -2.21  0.396
36 H -1.72 -2.77 -2.87  0.299
37 H -2.17 -5.05 -2.10  0.396
38 H -0.35 -0.34 -4.82  0.349
39 H 1.91 -0.12 -3.86  0.407
40 H -0.65 -0.62 3.30  0.551
41 H -2.69 0.85 2.46  0.455
42 H -3.14 0.68 -0.96  0.894
43 Cl 1.59 4.51 0.36  -0.265
44 C 0.49 3.15 0.36  0.745
45 C 0.98 1.91 0.39  -1.529
46 C 0.00 0.77 0.34  2.153
47 Cl 1.00 -1.66 1.14  -0.169
48 C -1.53 1.08 0.52  0.809
49 Cl -2.82 -1.32 0.19  -0.196
50 C -1.85 2.53 0.38  -0.470
51 Cl -3.54 2.92 0.45  -0.244
52 C -0.92 3.49 0.34  0.306
53 Cl -1.39 5.15 0.31  -0.245


Question: total charge of number 1 (C26H13BrCl5CuN4O2S)?
Answer: -2


Question: Which value of total charge does entry 2 give?
Answer: 0


Question: What is the electronic energy in the first record?
Answer: -8281.6243 a.u.